(A)
Density functional theory data (ωB97M-V with the def2-TZVPD basis set) for 3 unconnected molecules or ions with the total composition C5H18N2O2.

Last column: Mulliken charge in e.
Atoms and positions in Å:
C -0.466 -2.251 1.699  -1.59
C -0.288 -0.872 1.125  0.18
C 0.652 -0.888 -0.083  -0.94
C 1.380 0.360 -0.452  -0.25
C 2.142 0.498 -1.506  -0.38
N 3.037 1.655 -1.730  -0.20
N -1.682 -0.382 0.653  -0.25
H -0.941 -2.916 0.972  0.41
H 0.463 -2.649 2.105  0.42
H -1.141 -2.306 2.560  0.44
H -0.004 -0.109 1.838  0.40
H 0.222 -1.452 -0.904  0.56
H 1.404 -1.650 0.163  0.42
H 1.334 1.135 0.312  0.30
H 2.249 -0.232 -2.297  0.38
H 3.467 1.536 -2.651  0.40
H 3.727 1.934 -1.034  0.39
H 2.458 2.514 -1.857  0.29
H -2.498 -0.898 1.086  0.24
H -1.764 -0.563 -0.349  0.42
H -1.751 0.630 0.735  0.37
H -0.119 3.131 -2.628  0.31
H 0.240 4.336 -1.762  0.33
O 0.601 3.513 -2.118  -0.64
H -4.394 -0.809 2.601  0.31
H -4.454 -1.967 1.570  0.32
O -3.872 -1.298 1.953  -0.65

Results
HOMO level, hartree: -0.6544
Total charge: +2
Frontier orbital gap, eV: 11.62



(B)
Density functional theory data (ωB97M-V with the def2-TZVPD basis set) for 3 unconnected molecules or ions with the total composition C5H18N2O2.

Last column: Mulliken charge in e.
Atoms and positions in Å:
C 1.092 2.387 -0.478  -1.45
C 0.759 0.904 -0.401  0.45
C -0.764 0.720 -0.178  -1.12
C -1.171 -0.662 0.285  0.35
C -1.679 -1.605 -0.484  -1.03
N -1.121 -0.944 1.742  -0.18
N 1.207 0.197 -1.663  -0.14
H 0.255 3.122 -0.438  0.36
H 1.465 2.793 -1.424  0.44
H 1.580 2.753 0.427  0.31
H 1.317 0.470 0.424  0.38
H -1.334 0.986 -1.049  0.52
H -1.034 1.317 0.699  0.40
H -2.193 -2.519 -0.199  0.35
H -1.662 -1.526 -1.566  0.30
H -0.632 -0.250 2.331  0.30
H -1.987 -1.124 2.268  0.40
H -0.585 -1.810 1.860  0.44
H 2.115 0.573 -1.937  0.41
H 1.117 -0.838 -1.603  0.17
H 0.580 0.343 -2.466  0.38
H 0.536 -3.349 -2.237  0.33
H 1.955 -2.968 -2.135  0.31
O 1.090 -2.687 -1.791  -0.68
H 0.613 2.441 2.857  0.30
H -0.859 1.827 3.274  0.32
O -0.046 1.715 2.796  -0.64

Results
HOMO level, hartree: -0.6656
Total charge: +2
Frontier orbital gap, eV: 11.73



Which of them is least stable? Easy: (B).



(A)
Density functional theory data (ωB97M-V with the def2-TZVPD basis set) for a molecular structure, C2HN3O2.

Last column: Mulliken charge in e.
Atoms and positions in Å:
C -0.607 1.249 0.579  0.47
C 1.441 -0.449 0.059  0.67
N -0.790 2.349 0.536  -0.31
N 1.010 0.198 0.983  -0.43
N -1.031 -0.595 -0.843  -0.32
O -0.841 -0.067 0.345  -0.03
O 1.785 -0.974 -0.900  -0.35
H -0.966 -1.711 -0.759  0.30

Results
HOMO level (spin up / spin down), hartree: -0.4079 / -0.3978
Total charge: 0
Frontier orbital gap (spin up / spin down), eV: 9.20 / 7.72



(B)
Density functional theory data (ωB97M-V with the def2-TZVPD basis set) for a single C2HN3O2 molecule.

Last column: Mulliken charge in e.
Atoms and positions in Å:
C -0.757 -0.536 -0.249  0.04
C 1.919 -1.113 -0.186  -0.08
N 1.414 -0.244 0.396  0.28
N 0.906 0.929 0.590  -0.59
N -0.293 0.868 0.223  0.90
O -1.381 -1.264 0.446  -0.37
O -1.172 1.686 0.092  -0.60
H -0.635 -0.327 -1.313  0.41

Results
HOMO level, hartree: -0.4048
Total charge: 0
Frontier orbital gap, eV: 10.26



Which of them is least stable? Easy: (A).



(A)
Density functional theory data (ωB97M-V with the def2-TZVPD basis set) for 2 unconnected molecules or ions with the total composition CH4NO2S2.

Last column: Mulliken charge in e.
Atoms and positions in Å:
C 0.388 0.940 1.924  -0.06
N -0.858 0.982 1.942  -0.64
O -0.990 -0.754 -0.595  -0.57
O 1.405 -1.025 -0.553  -0.51
S 0.238 -0.732 -3.475  -0.50
S 0.186 -1.455 -1.194  0.50
H 0.907 0.139 1.492  0.17
H 1.087 1.816 2.372  0.16
H -1.473 0.221 1.386  0.37
H -0.891 -0.132 -3.300  0.08

Results
HOMO level, hartree: -0.1465
Total charge: -1
Frontier orbital gap, eV: 7.68



(B)
Density functional theory data (ωB97M-V with the def2-TZVPD basis set) for a molecular structure, CH4NO2S2.

Last column: Mulliken charge in e.
Atoms and positions in Å:
C -0.427 -0.271 -1.188  -0.33
N 0.682 0.339 -0.682  -0.69
O -0.108 0.217 2.086  -0.61
O 1.669 1.828 1.613  -0.53
S -1.216 -1.712 -0.135  -0.35
S 0.336 1.354 1.256  0.60
H -0.266 -0.785 -2.147  0.28
H -1.254 0.438 -1.279  0.24
H 1.464 -0.289 -0.530  0.23
H -0.879 -1.119 1.006  0.16

Results
HOMO level, hartree: -0.1397
Total charge: -1
Frontier orbital gap, eV: 7.52



Which of them is least stable? Easy: (A).